{"formula": "C32H44BMgN8O3SSi", "method": "the ωB97M-V functional and the def2-TZVPD basis", "e_tot_ha": -2822.47026, "gap_ev": [8.448, 5.258], "spin_multiplicity": 2, "species": ["Mg", "C", "C", "N", "N", "C", "B", "N", "C", "C", "C", "N", "N", "C", "C", "C", "N", "N", "C", "C", "C", "N", "H", "H", "H", "H", "H", "H", "H", "H", "H", "H", "H", "H", "C", "C", "C", "C", "O", "Si", "S", "O", "C", "C", "C", "C", "O", "C", "C", "C", "C", "H", "H", "H", "H", "H", "H", "H", "H", "H", "H", "H", "H", "H", "H", "H", "H", "H", "H", "H", "H", "H", "H", "H", "H", "H", "H", "H", "C", "C", "C", "C", "C", "C", "C", "C", "H", "H", "H", "H", "H"], "coordinates": [[-0.2419, 1.3471, -0.6201], [3.2635, 3.7031, -1.8442], [2.7701, 2.5048, -1.3229], [1.4461, 2.4916, -1.3303], [1.0528, 3.6793, -1.8641], [2.1328, 4.4176, -2.1692], [-0.4544, 4.0982, -2.0065], [-1.2258, 3.0018, -2.8194], [-2.2183, 3.1535, -3.7101], [-2.6670, 1.9078, -4.0887], [-1.8859, 1.0219, -3.3476], [-1.0188, 1.6739, -2.5850], [-1.0719, 4.2003, -0.5901], [-1.9453, 5.0562, -0.0437], [-2.2450, 4.6244, 1.2309], [-1.5024, 3.4545, 1.3824], [-0.7919, 3.1936, 0.2939], [-0.5135, 5.3952, -2.7870], [-0.1966, 5.5239, -4.0998], [-0.2437, 6.8566, -4.4176], [-0.5943, 7.4829, -3.2048], [-0.7474, 6.6084, -2.2276], [4.2877, 4.0066, -1.9619], [3.3109, 1.6562, -0.9343], [2.0211, 5.4030, -2.5896], [-2.5335, 4.1369, -4.0142], [-3.4489, 1.6787, -4.7898], [-1.9256, -0.0545, -3.3083], [-2.2614, 5.9275, -0.5896], [-2.8999, 5.0929, 1.9433], [-1.4624, 2.7744, 2.2182], [0.0425, 4.6609, -4.6979], [-0.0521, 7.3081, -5.3747], [-0.7414, 8.5323, -3.0048], [1.7749, -1.3165, 3.9386], [2.9372, -2.1901, 3.4952], [2.9179, -3.5254, 4.2191], [4.2592, -1.4687, 3.6852], [2.8499, -2.4906, 2.0855], [1.7052, -2.3525, 0.9562], [1.4993, -0.2363, 0.4639], [2.1838, -3.1628, -0.3610], [3.4703, -3.2733, -1.0113], [4.1913, -1.9323, -0.9708], [4.2679, -4.3462, -0.2894], [3.1655, -3.6750, -2.4417], [0.2490, -2.7796, 1.4500], [-0.7661, -3.7187, 0.9990], [-0.2007, -5.1189, 1.1565], [-1.9418, -3.4798, 1.9251], [-1.1242, -3.4210, -0.4444], [1.8568, -1.1383, 5.0127], [0.8158, -1.7991, 3.7476], [1.7902, -0.3498, 3.4348], [3.0100, -3.3784, 5.2965], [3.7408, -4.1559, 3.8814], [1.9801, -4.0467, 4.0224], [4.4457, -1.2779, 4.7432], [4.2464, -0.5129, 3.1600], [5.0788, -2.0711, 3.2919], [4.4049, -1.6308, 0.0568], [3.5936, -1.1619, -1.4609], [5.1448, -2.0038, -1.4975], [4.4054, -4.0814, 0.7584], [5.2502, -4.4627, -0.7514], [3.7457, -5.3024, -0.3417], [2.5709, -2.9046, -2.9334], [2.6022, -4.6085, -2.4581], [4.0890, -3.8160, -3.0051], [0.0746, -5.3089, 2.1946], [0.6783, -5.2632, 0.5248], [-0.9570, -5.8488, 0.8616], [-1.6503, -3.6635, 2.9601], [-2.7661, -4.1502, 1.6730], [-2.2778, -2.4475, 1.8331], [-0.2698, -3.5933, -1.1000], [-1.4573, -2.3888, -0.5447], [-1.9331, -4.0824, -0.7628], [-1.8126, 0.1537, 0.1759], [-2.9587, -0.0634, 0.5359], [-4.3135, -0.1661, 1.0107], [-5.0061, 0.9948, 1.3672], [-6.3084, 0.9283, 1.8335], [-6.9487, -0.2987, 1.9532], [-6.2727, -1.4581, 1.5971], [-4.9699, -1.3938, 1.1287], [-4.4980, 1.9466, 1.2732], [-6.8250, 1.8401, 2.1042], [-7.9659, -0.3502, 2.3179], [-6.7630, -2.4194, 1.6818], [-4.4471, -2.2966, 0.8433]], "forces_ev_per_a": [[-0.06, -0.12, -0.10], [0.00, -0.03, 0.02], [0.05, -0.11, 0.07], [-0.19, 0.24, -0.16], [-0.24, -0.23, 0.07], [-0.05, 0.16, -0.05], [0.12, -0.13, 0.10], [0.33, -0.20, 0.08], [0.01, 0.15, 0.00], [-0.03, -0.02, -0.04], [0.01, -0.15, 0.10], [-0.18, 0.50, 0.10], [0.33, -0.23, 0.04], [-0.07, 0.18, -0.05], [-0.01, -0.02, 0.01], [0.01, -0.16, 0.12], [-0.35, 0.28, -0.38], [-0.07, 0.09, 0.00], [-0.05, 0.08, 0.00], [0.03, -0.01, 0.05], [0.01, 0.02, 0.00], [0.07, -0.11, -0.14], [0.02, 0.00, 0.00], [0.02, -0.01, 0.00], [0.03, 0.00, 0.00], [-0.02, 0.00, -0.03], [0.00, -0.01, -0.01], [-0.01, -0.01, 0.01], [0.01, -0.03, 0.04], [0.00, 0.01, 0.01], [-0.01, -0.02, 0.00], [0.00, -0.02, -0.03], [0.00, 0.02, -0.01], [0.00, 0.01, -0.01], [-0.02, 0.07, 0.22], [-0.12, -0.01, -0.18], [0.00, -0.06, 0.09], [0.09, 0.03, 0.06], [0.11, 0.01, -0.03], [0.20, 0.25, -0.29], [-0.03, -0.26, 0.28], [-0.02, -0.03, -0.02], [-0.16, 0.09, 0.18], [0.12, 0.01, -0.05], [0.11, -0.08, -0.02], [0.01, -0.05, -0.10], [-0.25, -0.16, 0.05], [0.30, 0.17, 0.11], [-0.08, -0.16, -0.04], [-0.10, -0.04, 0.02], [-0.07, -0.04, -0.12], [-0.02, 0.02, -0.01], [0.02, -0.01, -0.03], [0.01, -0.03, -0.03], [0.01, 0.00, 0.00], [0.02, 0.01, -0.02], [-0.02, 0.01, -0.01], [-0.01, 0.00, 0.00], [-0.01, 0.00, -0.02], [0.00, -0.02, 0.00], [-0.04, 0.00, 0.02], [-0.03, 0.01, 0.01], [-0.01, -0.02, -0.01], [-0.01, 0.03, 0.00], [-0.01, -0.01, -0.01], [-0.01, 0.00, 0.00], [0.00, 0.01, 0.01], [0.00, 0.00, 0.01], [0.01, 0.00, 0.00], [0.00, 0.01, 0.02], [-0.03, 0.06, 0.01], [0.02, -0.04, 0.02], [0.00, -0.01, 0.01], [0.00, 0.01, 0.00], [0.01, 0.01, 0.00], [0.03, 0.01, 0.02], [-0.02, 0.04, 0.02], [-0.01, 0.01, 0.00], [0.22, -0.07, 0.00], [-0.01, 0.10, 0.14], [0.00, -0.06, -0.06], [0.06, 0.05, 0.02], [0.01, -0.02, 0.00], [0.06, 0.00, -0.02], [-0.02, 0.03, 0.00], [0.06, 0.01, -0.06], [-0.04, 0.01, -0.01], [-0.02, 0.00, 0.01], [-0.01, 0.00, 0.00], [-0.01, -0.01, 0.00], [-0.01, -0.02, 0.00]], "lowdin_charge": [0.38, -0.04, -0.15, -0.03, 0.02, -0.06, -0.63, 0.02, -0.07, -0.04, -0.13, 0.00, 0.03, -0.06, -0.05, -0.14, 0.01, -0.03, -0.11, -0.06, -0.15, 0.08, 0.09, 0.09, 0.12, 0.13, 0.10, 0.12, 0.11, 0.09, 0.12, 0.13, 0.09, 0.10, -0.04, -0.64, -0.02, -0.02, -0.14, -0.08, 0.60, -0.14, -0.63, -0.05, -0.02, -0.03, -0.13, -0.61, -0.02, -0.02, -0.02, 0.09, 0.08, 0.06, 0.09, 0.09, 0.09, 0.09, 0.09, 0.09, 0.08, 0.07, 0.10, 0.08, 0.09, 0.09, 0.09, 0.09, 0.09, 0.09, 0.08, 0.09, 0.09, 0.09, 0.07, 0.08, 0.06, 0.09, -0.07, -0.16, -0.26, -0.04, -0.09, -0.10, -0.09, -0.05, 0.11, 0.10, 0.10, 0.10, 0.10]}


{"formula": "C30H23Cl5LiNSSb", "method": "the ωB97M-V functional and the def2-TZVPD basis", "e_tot_ha": -4158.67644, "gap_ev": 6.202, "spin_multiplicity": 1, "total_charge": -1, "species": ["Li", "Cl", "C", "C", "C", "Cl", "C", "Cl", "C", "Cl", "C", "Cl", "S", "Sb", "C", "C", "C", "C", "C", "C", "C", "C", "C", "C", "C", "C", "C", "C", "C", "C", "C", "C", "H", "H", "H", "H", "H", "H", "H", "H", "H", "H", "H", "H", "H", "H", "H", "C", "C", "C", "C", "C", "C", "N", "H", "H", "H", "H", "H", "H", "H", "H"], "coordinates": [[1.7749, -0.9803, -1.3917], [-1.6820, -2.4819, -1.6665], [-0.3037, -3.5559, -1.4380], [0.9699, -3.0153, -1.4603], [1.9767, -3.9503, -1.3137], [3.6377, -3.3700, -1.3939], [1.7797, -5.3130, -1.1114], [3.1057, -6.4119, -0.9165], [0.4736, -5.7945, -1.0640], [0.1724, -7.4763, -0.7980], [-0.5844, -4.9064, -1.2390], [-2.2116, -5.5059, -1.1888], [2.4446, -0.4984, 1.2510], [0.3849, 0.4012, 1.4393], [-0.1731, 1.5196, -0.2319], [1.8091, 1.8763, -1.8184], [1.4250, 3.0198, -2.8220], [0.4272, 2.3364, -3.7655], [-1.0744, 1.3125, -2.4788], [-1.0701, 0.9511, -1.0476], [-1.0578, -1.1170, 1.6922], [-2.4143, -0.8338, 1.8178], [-3.3271, -1.8718, 1.9327], [-2.8842, -3.1885, 1.9258], [-1.5313, -3.4694, 1.8118], [-0.6147, -2.4336, 1.6918], [0.2041, 1.6148, 3.1646], [1.0963, 1.4691, 4.2193], [0.9659, 2.2631, 5.3508], [-0.0532, 3.2026, 5.4278], [-0.9414, 3.3549, 4.3717], [-0.8112, 2.5626, 3.2392], [2.8310, 1.8691, -1.4253], [2.1877, 3.6979, -3.1996], [0.4634, 2.4947, -4.8427], [-1.9418, 0.9189, -3.0109], [-1.6816, 0.1216, -0.7109], [-2.7660, 0.1924, 1.8114], [-4.3848, -1.6545, 2.0153], [-3.5983, -3.9995, 1.9947], [-1.1897, -4.4968, 1.7882], [0.4428, -2.6438, 1.5712], [1.9005, 0.7450, 4.1453], [1.6635, 2.1511, 6.1715], [-0.1516, 3.8227, 6.3102], [-1.7304, 4.0947, 4.4269], [-1.4913, 2.6968, 2.4041], [1.5293, 3.3372, 0.2922], [0.7952, 2.5289, -0.7622], [0.2541, 3.4441, -1.8867], [-0.7523, 2.7667, -2.8521], [0.3281, 0.8641, -3.2237], [0.1063, -0.2377, -4.2369], [1.4344, 0.6170, -2.3711], [0.8429, 3.9158, 0.9184], [2.2153, 4.0370, -0.1922], [2.1377, 2.6945, 0.9380], [0.0369, 4.4767, -1.6083], [-1.5787, 3.3932, -3.1871], [-0.7597, -0.0372, -4.8738], [-0.0509, -1.1904, -3.7276], [0.9950, -0.3297, -4.8658]], "forces_ev_per_a": [[-0.06, -0.14, -0.09], [0.00, 0.01, 0.00], [0.02, 0.00, 0.00], [-0.08, 0.07, 0.01], [-0.02, -0.05, 0.01], [0.10, 0.06, 0.04], [0.02, -0.04, 0.00], [-0.01, 0.01, 0.00], [0.04, 0.02, 0.00], [-0.01, -0.02, 0.00], [-0.05, -0.01, -0.01], [0.01, 0.01, 0.00], [0.06, -0.05, 0.01], [-0.03, 0.02, -0.06], [-0.01, -0.04, 0.04], [0.01, -0.02, -0.02], [-0.01, 0.00, -0.01], [0.00, 0.01, 0.01], [0.01, -0.01, 0.00], [0.02, 0.02, 0.00], [0.02, -0.01, 0.00], [0.00, 0.01, 0.00], [0.00, -0.01, 0.00], [0.00, 0.00, 0.00], [-0.01, 0.00, 0.01], [0.00, 0.01, 0.00], [-0.03, 0.02, -0.01], [0.01, -0.01, 0.00], [-0.01, 0.00, 0.00], [0.00, 0.00, 0.00], [0.00, 0.00, 0.00], [0.01, 0.00, 0.01], [0.00, 0.00, 0.00], [0.00, 0.00, 0.00], [0.00, 0.00, 0.00], [0.00, 0.01, 0.00], [0.00, -0.01, -0.01], [0.00, 0.00, 0.00], [0.00, 0.00, 0.00], [0.00, 0.00, 0.00], [0.00, 0.00, 0.00], [0.00, 0.00, 0.00], [0.00, 0.00, -0.01], [0.00, 0.00, 0.00], [0.00, 0.00, 0.00], [0.00, 0.00, 0.00], [0.00, 0.00, 0.00], [0.00, 0.00, 0.00], [-0.02, 0.05, 0.01], [0.00, -0.02, 0.01], [0.01, 0.00, 0.01], [-0.03, 0.00, 0.00], [0.00, -0.01, 0.00], [0.05, 0.10, 0.03], [0.00, 0.00, 0.00], [0.00, 0.00, 0.00], [0.00, 0.00, 0.00], [0.00, 0.00, 0.00], [0.00, 0.00, 0.00], [0.00, 0.00, 0.00], [0.00, 0.00, 0.00], [0.00, 0.00, 0.00]], "lowdin_charge": [0.43, 0.67, -0.71, -0.21, -0.73, 0.60, -0.72, 0.63, -0.72, 0.63, -0.72, 0.63, -0.02, 1.23, -0.28, -0.28, -0.12, -0.12, -0.16, -0.09, -0.35, -0.13, -0.09, -0.09, -0.10, -0.14, -0.35, -0.12, -0.09, -0.10, -0.09, -0.13, 0.13, 0.12, 0.13, 0.13, 0.05, 0.10, 0.10, 0.10, 0.11, 0.07, 0.08, 0.10, 0.10, 0.10, 0.10, -0.06, -0.43, -0.13, -0.14, -0.47, -0.04, -0.08, 0.08, 0.09, 0.05, 0.13, 0.13, 0.07, 0.04, 0.08]}


{"formula": "C4H3N3O3", "method": "the ωB97M-V functional and the def2-TZVPD basis", "e_tot_ha": -544.05881, "gap_ev": 8.915, "spin_multiplicity": 1, "species": ["C", "C", "C", "C", "N", "N", "N", "O", "O", "O", "H", "H", "H"], "coordinates": [[-1.0240, -0.5568, -0.9169], [-1.4299, 1.6472, 0.5968], [1.5161, 0.9483, 0.5837], [-0.2512, -1.7677, -0.4068], [-0.9284, 0.5463, 0.5962], [1.5442, -0.3471, 0.3343], [1.1657, -1.4161, -0.0492], [-1.4555, -0.1373, -1.9301], [-1.7632, 2.7564, 0.7023], [1.7906, 1.9133, -0.1401], [1.6427, 1.1851, 1.6877], [-0.8782, -2.3744, 0.2300], [0.0711, -2.3972, -1.2879]], "forces_ev_per_a": [[-0.23, 2.17, 0.72], [0.41, 0.74, -0.05], [1.37, 4.15, 1.58], [0.32, 0.96, -3.14], [-0.75, -2.71, -2.20], [1.17, -0.99, -1.02], [-0.23, -0.85, 1.56], [0.81, -1.05, 2.13], [-0.46, 0.02, -0.09], [-0.89, -2.01, -0.19], [-0.74, -1.02, -0.66], [0.45, 0.10, 0.83], [-1.22, 0.49, 0.54]], "lowdin_charge": [-0.18, -0.41, -0.40, -0.10, 0.13, 0.07, 0.09, 0.19, 0.17, 0.01, 0.16, 0.13, 0.14]}